This record from the Open Molecules 2025 dataset describes a structure of composition C42H47As2Cl5CsN2O5S5 in a non-equilibrium geometry. The level of theory is wB97M-V/def2-TZVPD.

Results
total charge: -1
relative energy (zero: lowest compared OMol25 entry of this formula, charge and spin): 17.2 kcal/mol
F_max: 1.133 eV/A
spin multiplicity: 1
E: -296550.85326 eV
HOMO: -4.821 eV

```
109
Properties=species:S:1:pos:R:3:mulliken_charge:R:1
Cs -0.696 0.327 -0.384 0.166
C 2.017 -3.131 0.808 -0.916
C 3.309 -2.695 0.116 -1.072
S 3.109 -1.261 -0.983 0.305
C 4.460 -0.180 -0.458 -0.933
C 4.440 0.289 0.995 -1.048
S 2.871 1.072 1.460 0.224
C 2.510 0.223 3.016 -0.557
C 2.394 -1.302 2.970 -1.335
S 1.148 -1.885 1.790 0.479
H 1.271 -3.420 0.064 0.133
H 2.228 -4.012 1.418 0.548
H 4.077 -2.466 0.856 0.379
H 3.681 -3.540 -0.467 0.559
H 5.428 -0.637 -0.677 0.451
H 4.351 0.683 -1.120 0.307
H 4.634 -0.546 1.668 0.336
H 5.255 1.002 1.135 0.561
H 3.253 0.491 3.773 0.498
H 1.560 0.663 3.327 -0.082
H 3.354 -1.754 2.721 0.588
H 2.130 -1.654 3.969 0.601
Cl -4.837 -3.125 -6.170 -0.226
C -3.998 -2.792 -4.694 0.176
C -3.974 -1.503 -4.157 0.309
Cl -4.786 -0.237 -5.016 -0.220
C -3.316 -1.215 -2.973 0.309
Cl -3.301 0.415 -2.375 -0.044
C -2.586 -2.226 -2.245 -1.615
O -1.913 -2.004 -1.214 -0.166
C -2.661 -3.534 -2.831 0.653
Cl -1.759 -4.764 -2.019 -0.229
C -3.330 -3.804 -4.007 0.303
Cl -3.324 -5.408 -4.656 -0.227
O -1.591 2.411 1.071 -0.238
S -0.716 3.572 0.931 1.491
O 0.080 3.906 2.097 -0.862
N 0.067 3.389 -0.398 0.453
C 0.907 4.282 -0.981 -0.318
C 1.030 5.632 -0.694 -0.383
C 1.920 6.454 -1.409 -0.960
C 2.716 5.966 -2.406 -0.882
C 2.650 4.588 -2.724 1.171
C 3.458 3.994 -3.718 -0.879
C 3.362 2.653 -3.960 -1.070
C 2.445 1.895 -3.202 -0.545
N 1.675 2.411 -2.278 0.308
C 1.757 3.740 -2.025 -0.169
C -1.908 4.910 0.783 -0.397
C -2.813 4.879 -0.270 -0.677
C -3.762 5.881 -0.390 -0.679
C -3.806 6.913 0.541 -0.367
C -2.896 6.940 1.588 -0.663
C -1.942 5.937 1.709 0.014
H 0.437 6.072 0.096 0.381
H 1.967 7.506 -1.148 0.367
H 3.401 6.607 -2.949 0.343
H 4.152 4.616 -4.274 0.373
H 3.971 2.168 -4.713 0.463
H 2.336 0.825 -3.361 0.953
H -2.766 4.068 -0.986 0.460
H -4.470 5.856 -1.209 0.407
H -4.550 7.694 0.448 0.366
H -2.927 7.742 2.315 0.379
H -1.222 5.937 2.518 0.464
C -0.432 -0.652 5.207 -1.352
As -1.572 0.352 3.939 1.279
C -1.795 1.943 5.071 -1.527
C -3.204 -0.662 4.409 -0.140
C -3.844 -0.421 5.626 -0.497
C -4.927 -1.182 6.034 -0.738
C -5.379 -2.218 5.227 -0.812
C -4.759 -2.456 4.011 -0.500
C -3.685 -1.680 3.576 -0.147
As -2.866 -1.978 1.808 1.180
C -2.504 -3.901 2.008 -1.241
C -4.502 -2.149 0.734 -1.225
H -0.934 -0.776 6.167 0.561
H 0.503 -0.109 5.357 0.414
H -0.208 -1.635 4.790 0.183
H -1.639 1.730 6.129 0.430
H -2.790 2.364 4.923 0.415
H -1.063 2.674 4.727 0.371
H -3.490 0.376 6.271 0.288
H -5.413 -0.974 6.979 0.389
H -6.213 -2.833 5.542 0.381
H -5.125 -3.261 3.384 0.298
H -3.414 -4.477 2.181 0.378
H -1.815 -4.047 2.840 0.332
H -2.033 -4.238 1.085 0.317
H -5.368 -2.418 1.339 0.561
H -4.324 -2.920 -0.015 0.327
H -4.691 -1.205 0.225 0.140
O -4.797 2.261 2.093 -0.281
C -4.244 1.313 1.841 0.228
O 0.608 -0.780 -2.932 -0.330
S 0.184 -1.895 -3.818 0.820
C 1.726 -2.500 -4.611 -0.722
C 1.697 -2.119 -6.091 -0.700
C 0.878 -0.834 -6.181 -0.417
C -0.376 -1.114 -5.366 -0.835
H 1.822 -3.570 -4.431 0.465
H 2.507 -1.977 -4.056 0.175
H 1.202 -2.905 -6.668 0.321
H 2.705 -2.002 -6.491 0.384
H 0.645 -0.554 -7.209 0.408
H 1.426 -0.007 -5.721 0.062
H -1.049 -1.817 -5.865 0.411
H -0.942 -0.234 -5.062 0.425
```